Entry 1:
Density functional theory data (ωB97M-V/def2-TZVPD) for 2 unconnected molecules or ions with the total composition C2H5F2N2O2.

Each line ends with the Löwdin charge.
Positions of all 13 atoms, in Å:
F (-0.728, -0.201, -3.396)  -0.897
F (1.485, -1.815, -0.783)  -0.042
O (2.948, 0.231, 0.950)  0.046
O (3.122, 1.630, -0.667)  0.040
N (0.132, 1.419, 0.058)  0.069
N (2.512, 0.783, -0.035)  -0.360
C (0.657, -0.900, -0.128)  -0.172
C (1.028, 0.517, -0.501)  -0.332
H (0.310, 2.386, -0.173)  0.088
H (-0.373, -1.076, -0.464)  0.129
H (1.130, 0.615, -1.627)  0.164
H (0.738, -1.046, 0.956)  0.112
H (-0.232, 1.171, 1.078)  0.154

Calculated values
- net charge = -1

Entry 2:
Density functional theory data (ωB97M-V/def2-TZVPD) for 23 unconnected molecules or ions with the total composition C40H126N12O23.

Each line ends with the Löwdin charge.
Positions of all 201 atoms, in Å:
O (4.252, 4.903, -1.500)  -0.109
O (-3.612, 3.976, 3.850)  -0.120
O (1.147, -4.521, 2.951)  -0.099
O (-2.077, -0.054, -3.912)  -0.083
O (1.129, -5.609, 0.189)  -0.093
O (-2.824, -5.835, 1.943)  -0.020
O (-1.505, -0.159, 0.691)  0.038
O (2.687, 1.380, -1.371)  -0.099
O (3.594, -2.716, -4.879)  -0.106
O (1.565, 4.124, 5.427)  -0.115
O (3.978, -4.008, -0.268)  -0.089
O (-4.647, 3.198, -1.839)  -0.066
O (-1.362, 6.571, 0.883)  -0.084
O (1.393, 3.340, -3.446)  -0.073
O (-5.356, 1.898, -4.145)  -0.071
O (3.507, 4.234, 3.292)  0.043
O (-1.829, -1.031, 4.922)  0.045
O (5.458, -1.418, -6.381)  -0.060
O (0.292, 1.597, 3.297)  -0.023
O (-6.174, -3.666, 0.541)  -0.078
O (2.692, -2.619, 4.684)  -0.106
O (-2.369, -2.633, -4.768)  -0.076
O (-4.371, -1.820, 3.694)  0.035
N (-0.312, -2.462, 5.683)  0.174
N (-1.798, 2.080, 2.654)  0.220
N (-0.815, 3.231, 4.196)  0.221
N (-6.194, -1.228, 2.594)  0.167
N (2.447, 3.045, 1.773)  0.215
N (-4.457, -4.620, 2.898)  0.181
N (-0.226, -0.114, -1.142)  0.197
N (0.355, -0.750, 4.706)  0.195
N (0.661, 0.316, 0.691)  0.208
N (-4.286, -0.355, 2.049)  0.216
N (-2.454, -4.145, 3.345)  0.201
N (3.667, 4.674, 1.105)  0.170
C (2.163, -2.514, -4.932)  -0.271
C (1.733, -2.625, -6.372)  -0.079
C (0.975, -5.847, 3.399)  -0.306
C (-0.165, -5.292, -0.376)  -0.268
C (-0.704, 2.261, 3.366)  -0.739
C (-4.051, -3.165, -0.582)  -0.071
C (-0.670, 6.320, 3.011)  -0.060
C (3.215, 3.993, 2.145)  -0.763
C (-0.468, 0.021, 0.114)  -0.784
C (5.336, -2.882, -1.907)  -0.089
C (4.369, 0.386, 0.011)  -0.056
C (-4.885, -1.178, 2.816)  -0.787
C (4.091, 1.335, -1.155)  -0.285
C (3.883, -3.232, -1.541)  -0.263
C (-0.687, -1.388, 5.045)  -0.812
C (-0.909, 0.510, -5.874)  -0.062
C (-5.892, 0.626, -4.112)  -0.328
C (4.859, 0.366, -5.116)  -0.102
C (-1.868, -3.714, -4.078)  -0.358
C (0.771, 4.929, -1.793)  -0.040
C (2.131, 3.298, 6.445)  -0.299
C (-2.465, -4.995, -4.597)  -0.068
C (0.281, 4.004, -2.920)  -0.320
C (0.727, -5.827, 4.895)  -0.073
C (-5.485, -2.814, -0.399)  -0.326
C (2.666, 2.038, 5.840)  -0.086
C (-0.598, 5.666, 1.601)  -0.331
C (-1.011, 0.699, -4.383)  -0.325
C (-2.561, 3.420, -0.576)  -0.059
C (-3.366, 2.691, -1.687)  -0.327
C (-3.226, -4.943, 2.707)  -0.794
C (-0.082, -3.803, -0.585)  -0.072
C (5.857, 4.446, -3.193)  -0.081
C (6.011, -0.382, -5.743)  -0.375
C (3.821, -1.920, 4.179)  -0.303
C (3.416, -0.903, 3.201)  -0.084
C (4.401, 4.450, -2.856)  -0.312
C (-4.743, 3.113, 3.993)  -0.284
C (-5.529, -0.081, -2.838)  -0.061
C (-4.473, 2.039, 5.035)  -0.061
H (0.370, 5.479, 1.137)  0.102
H (4.437, -2.710, 3.750)  0.116
H (-7.083, -3.369, 0.631)  0.079
H (-0.783, -3.744, -4.179)  0.092
H (1.383, 4.346, -1.105)  0.062
H (-0.046, 1.079, -6.219)  0.076
H (2.988, -1.385, 2.322)  0.084
H (-1.963, -5.402, -5.475)  0.074
H (3.907, 0.647, 0.963)  0.044
H (3.362, -3.704, -2.374)  0.088
H (-1.722, 1.360, 1.949)  0.064
H (-5.942, -2.924, -1.382)  0.095
H (-2.109, -5.802, -3.957)  0.067
H (6.398, 5.379, -3.030)  0.079
H (-5.725, 3.572, 4.104)  0.118
H (4.432, 2.343, -0.921)  0.096
H (-5.843, -1.124, -2.844)  0.078
H (5.877, -3.781, -2.203)  0.075
H (2.393, 2.810, 0.792)  0.089
H (-5.129, 2.775, -2.553)  0.032
H (0.186, -6.284, 2.788)  0.109
H (2.131, -1.862, -7.041)  0.083
H (-5.197, 1.234, 4.908)  0.076
H (-4.627, -3.710, 3.301)  0.066
H (3.510, 4.477, 0.127)  0.047
H (-5.097, -5.029, 2.233)  0.104
H (-2.823, 2.735, -2.631)  0.085
H (0.684, 0.015, -1.560)  0.095
H (1.846, 1.654, 5.233)  0.055
H (0.926, -4.499, 2.017)  0.036
H (-0.238, -5.408, 5.179)  0.059
H (1.406, 5.683, -2.259)  0.079
H (-0.033, 3.607, 4.713)  0.076
H (-3.385, 1.615, -1.509)  0.093
H (-3.534, 1.521, 4.842)  0.070
H (-0.750, -0.539, -6.123)  0.071
H (0.652, -2.730, -6.461)  0.068
H (-3.276, -0.360, 2.071)  0.091
H (4.907, -1.886, -5.750)  0.031
H (4.448, -0.160, -4.254)  0.054
H (-1.677, 6.461, 3.402)  0.072
H (-6.560, -0.831, 1.740)  0.095
H (-3.564, -2.658, -1.415)  0.064
H (0.637, -2.785, 5.556)  0.077
H (5.277, 1.273, -4.681)  0.059
H (-5.621, -1.764, -0.140)  0.079
H (-6.641, -1.957, 3.132)  0.118
H (5.425, -2.058, -2.615)  0.057
H (-3.554, -4.944, -4.616)  0.084
H (1.843, -1.593, -4.445)  0.107
H (4.519, 5.817, -1.618)  0.098
H (3.555, 2.331, 5.281)  0.074
H (4.229, -0.220, 2.956)  0.082
H (-0.956, -0.432, -1.763)  0.097
H (4.133, 0.646, -5.880)  0.086
H (3.769, -3.641, -5.068)  0.106
H (4.631, 1.011, -2.045)  0.100
H (-3.816, 4.661, 3.209)  0.093
H (3.096, -4.186, 0.066)  0.036
H (3.901, 3.485, -2.941)  0.085
H (2.845, 3.863, 7.045)  0.110
H (1.291, 3.026, 7.083)  0.112
H (-2.845, 0.520, -3.867)  0.071
H (1.516, -5.247, 5.373)  0.071
H (0.579, -3.475, -1.387)  0.070
H (-2.651, 2.531, 2.952)  0.059
H (-3.614, -2.939, 0.390)  0.076
H (-0.575, 3.415, -2.592)  0.072
H (3.994, -0.617, -0.194)  0.056
H (-2.066, -3.509, -3.026)  0.088
H (1.649, -3.294, -4.370)  0.095
H (0.762, 0.351, 1.695)  0.089
H (-4.750, 0.199, 1.344)  0.118
H (-5.986, 0.494, -2.032)  0.090
H (2.512, 1.977, -2.102)  0.045
H (-1.001, -3.042, 6.140)  0.114
H (-0.400, -5.831, -1.294)  0.109
H (0.174, 0.094, 4.180)  0.058
H (-2.095, 4.384, -0.779)  0.056
H (4.326, 5.428, 1.231)  0.115
H (5.960, 4.260, -4.262)  0.081
H (2.619, -0.323, 3.665)  0.055
H (-5.559, 0.181, -5.050)  0.122
H (-4.585, 2.385, 6.062)  0.079
H (-6.980, 0.587, -4.161)  0.115
H (-5.076, 2.206, -5.011)  0.113
H (-1.010, -3.293, -0.842)  0.052
H (5.456, 0.346, 0.072)  0.090
H (1.405, 0.537, 0.045)  0.065
H (6.406, 0.431, -6.354)  0.117
H (-1.486, -4.170, 3.059)  0.100
H (-0.043, 0.332, -4.041)  0.103
H (6.676, -0.737, -4.956)  0.116
H (4.433, -1.581, 5.016)  0.121
H (-0.259, 4.506, -3.722)  0.118
H (5.877, -2.547, -1.022)  0.070
H (-1.714, 3.690, 4.246)  0.084
H (1.167, 3.278, -4.377)  0.092
H (1.422, -6.403, -0.264)  0.096
H (-1.647, 2.869, -0.355)  0.060
H (2.035, 2.386, 2.417)  0.089
H (-4.715, 2.562, 3.053)  0.088
H (-2.181, -1.793, -4.343)  0.026
H (1.889, -6.408, 3.203)  0.110
H (-3.913, -4.232, -0.755)  0.090
H (-1.065, 4.683, 1.666)  0.082
H (1.277, -1.153, 4.620)  0.066
H (2.989, 1.309, 6.584)  0.080
H (0.699, -6.831, 5.319)  0.076
H (-1.777, 0.931, -6.382)  0.080
H (-0.064, 5.421, -1.294)  0.062
H (-0.180, 7.287, 2.891)  0.080
H (-0.981, -5.598, 0.279)  0.094
H (3.435, -2.257, -1.352)  0.078
H (-0.132, 5.675, 3.706)  0.051
H (-1.066, 1.746, -4.083)  0.098
H (-2.191, 6.275, 1.267)  0.075
H (3.897, 5.099, -3.572)  0.114
H (2.170, 4.081, 4.682)  0.030
H (0.097, -3.463, 0.435)  0.075
H (2.081, -3.551, -6.829)  0.079
H (6.336, 3.729, -2.527)  0.082
H (-3.088, 3.397, 0.378)  0.064
H (2.344, -3.186, 3.991)  0.048
H (-4.442, -0.055, -2.760)  0.055
H (-2.773, -3.382, 3.926)  0.089

Entry 3:
Density functional theory data (ωB97M-V/def2-TZVPD) for a single C5H12N4 molecule.

Each line ends with the Löwdin charge.
Positions of all 21 atoms, in Å:
N (-1.356, -1.684, 0.125)  0.054
N (-0.127, -1.112, 0.196)  -0.034
N (0.273, 0.234, -0.829)  -0.209
N (1.142, 2.031, 0.802)  0.068
C (-0.131, -0.448, 2.706)  -0.067
C (-0.021, -0.138, 1.260)  -0.307
C (-0.855, 0.652, -1.647)  -0.048
C (0.468, 0.965, 0.585)  -0.394
C (1.506, -0.037, -1.565)  -0.036
H (0.685, -1.098, 3.047)  0.071
H (-0.075, 0.485, 3.269)  0.078
H (1.090, 2.712, 0.052)  0.012
H (-1.075, -0.938, 2.960)  0.060
H (-2.166, -1.079, 0.250)  0.102
H (-0.583, 1.559, -2.189)  0.098
H (-1.117, -0.129, -2.366)  0.089
H (2.245, -0.439, -0.877)  0.099
H (-1.710, 0.866, -1.007)  0.087
H (-1.392, -2.535, -0.418)  0.095
H (1.321, -0.762, -2.360)  0.089
H (1.879, 0.896, -1.993)  0.093

Calculated values
- relative energy (zero: lowest compared OMol25 entry of this formula, charge and spin) (kJ/mol) = 457.6

Entry 4:
Density functional theory data (ωB97M-V/def2-TZVPD) for 6 unconnected molecules or ions with the total composition C24H62BO18S5.

Each line ends with the Löwdin charge.
Positions of all 110 atoms, in Å:
S (0.795, -2.806, -5.227)  0.599
S (-1.416, 0.802, -3.369)  0.588
S (-3.785, -3.224, -0.038)  0.569
S (4.343, -6.045, -4.209)  0.582
S (0.703, -2.574, 3.410)  0.564
O (-5.302, -2.956, 0.356)  -0.261
O (1.643, -2.275, 2.372)  -0.282
O (-0.086, -1.252, 3.802)  -0.266
O (-0.504, -2.721, -4.630)  -0.278
O (-2.927, 0.434, -3.727)  -0.259
O (-0.077, 3.867, 2.246)  -0.122
O (5.029, -7.173, -3.307)  -0.263
O (1.873, -3.411, -4.497)  -0.285
O (-3.022, -2.041, 0.217)  -0.278
O (-0.607, 0.618, -4.539)  -0.289
O (-1.400, 2.046, -2.663)  -0.268
O (5.352, -5.418, -5.006)  -0.273
O (3.190, -6.622, -4.841)  -0.286
O (0.674, -3.543, -6.630)  -0.253
O (1.386, 9.574, 3.783)  -0.099
O (1.091, 4.401, 4.954)  -0.162
O (-3.381, -4.488, 0.501)  -0.274
O (1.133, -3.240, 4.603)  -0.283
C (-5.653, -3.057, 1.754)  -0.249
C (1.285, -1.229, -5.828)  -0.118
C (-0.771, -5.498, -6.250)  -0.070
C (-0.670, -3.424, 2.712)  -0.126
C (-0.065, 5.066, 5.542)  -0.223
C (1.543, 4.907, 3.741)  -0.247
C (5.318, -8.437, -3.928)  -0.261
C (-0.308, 3.341, 0.967)  -0.304
C (-3.396, 1.516, -5.881)  -0.073
C (0.190, 9.571, 4.566)  -0.252
C (-4.030, -3.390, -1.774)  -0.111
C (0.540, -0.311, 4.707)  -0.232
C (1.290, 3.984, 2.578)  -0.212
C (3.852, -4.968, -2.915)  -0.117
C (1.496, 7.848, 5.954)  -0.256
C (-3.711, 1.436, -4.400)  -0.255
C (6.569, -8.388, -4.784)  -0.075
C (-1.465, 4.062, 0.306)  -0.070
C (1.588, 0.543, 4.028)  -0.064
C (-1.124, -0.509, -2.244)  -0.108
C (1.456, 6.785, 7.068)  -0.233
C (0.607, -4.988, -6.621)  -0.240
C (-5.244, -1.828, 2.541)  -0.066
C (0.171, 8.552, 5.748)  -0.188
B (0.196, 5.726, 7.017)  -0.513
H (-4.748, 1.138, -4.252)  0.120
H (-6.735, -3.172, 1.769)  0.120
H (1.927, 1.331, 4.702)  0.090
H (1.819, 4.405, 1.714)  0.117
H (0.860, -5.291, -7.635)  0.124
H (3.124, -5.480, -2.292)  0.083
H (-1.536, -5.024, -6.866)  0.082
H (1.190, 1.000, 3.124)  0.068
H (-2.326, 4.013, 0.963)  0.076
H (1.187, 9.139, 2.939)  0.081
H (-0.019, 10.578, 4.919)  0.094
H (-3.576, 2.402, -3.910)  0.115
H (-4.160, -1.744, 2.612)  0.070
H (-4.653, -4.260, -1.956)  0.075
H (7.403, -7.973, -4.219)  0.084
H (-0.639, 7.863, 5.553)  0.081
H (-0.570, 2.281, 1.051)  0.112
H (-5.648, -1.881, 3.552)  0.083
H (-1.170, 5.096, 0.159)  0.074
H (2.218, 8.618, 6.232)  0.099
H (-5.612, -0.923, 2.060)  0.087
H (4.730, -4.688, -2.340)  0.081
H (1.376, -5.391, -5.959)  0.089
H (0.954, -0.843, 5.565)  0.114
H (0.557, 3.413, 0.306)  0.111
H (-1.302, -1.454, -2.751)  0.045
H (5.454, -9.138, -3.106)  0.120
H (-0.491, 5.804, 4.854)  0.075
H (-0.835, 4.301, 5.654)  0.074
H (-0.270, 0.316, 5.074)  0.127
H (-3.049, -3.522, -2.227)  0.074
H (2.454, -0.054, 3.737)  0.075
H (-2.391, 1.898, -6.051)  0.070
H (1.362, -0.563, -4.975)  0.061
H (-0.819, -6.577, -6.392)  0.081
H (-3.455, 0.528, -6.339)  0.083
H (1.886, 7.394, 5.048)  0.081
H (-0.637, 9.324, 3.899)  0.099
H (-0.084, -0.446, -1.927)  0.090
H (2.372, 6.198, 6.960)  0.069
H (3.400, -4.097, -3.392)  0.036
H (-1.089, -2.808, 1.920)  0.052
H (-1.664, 3.644, -0.676)  0.047
H (2.634, 5.008, 3.803)  0.124
H (-4.499, -2.483, -2.149)  0.076
H (1.155, 5.899, 3.496)  0.114
H (-4.103, 2.180, -6.379)  0.079
H (0.431, 4.810, 7.814)  0.035
H (6.832, -9.391, -5.121)  0.078
H (6.423, -7.760, -5.662)  0.070
H (-1.405, -3.608, 3.490)  0.075
H (-0.017, 9.141, 6.640)  0.106
H (-0.306, -4.365, 2.306)  0.078
H (-0.846, 6.255, 7.417)  0.040
H (4.454, -8.773, -4.505)  0.111
H (1.777, 3.030, 2.793)  0.100
H (2.249, -1.334, -6.321)  0.080
H (0.527, -0.865, -6.514)  0.077
H (1.542, 7.267, 8.043)  0.065
H (-1.006, -5.280, -5.208)  0.068
H (-5.222, -3.965, 2.177)  0.113
H (-1.786, -0.387, -1.390)  0.064

Calculated values
- net charge = -1

Asked for HOMO level across the records above, the calculation gives -3.57; -8.47; -6.33; -4.35 eV in order.